{"formula": "C2H8NOP", "method": "ωB97M-V/def2-TZVPD", "species": ["C", "C", "N", "O", "P", "H", "H", "H", "H", "H", "H", "H", "H"], "coordinates": [[1.2303, -0.7911, 0.7235], [-0.1593, -0.5106, 0.2984], [-0.6722, 1.9117, -1.0975], [-2.3432, 0.9154, 0.6625], [-0.7770, 1.1911, 0.5467], [1.3134, -0.8799, 1.8452], [1.5696, -1.7372, 0.3164], [1.9331, -0.0551, 0.3283], [-0.9516, -1.1420, 0.7407], [-0.2274, -1.1071, -1.3960], [0.3273, 2.0238, -1.3510], [-1.1535, 1.0915, -1.6269], [-3.0067, 1.4256, 0.0827]], "nbo_charge": [-0.677, -0.598, -1.144, -1.025, 1.249, 0.223, 0.227, 0.209, 0.227, 0.025, 0.386, 0.373, 0.525], "fmax_ev_per_a": 3.76, "e_homo_ev": -8.5, "e_lumo_ev": 0.4, "energy_ev": -15027.745, "e_above_lowest_ev": 3.378, "mol_weight_da": 93.1}

{"formula": "C2H8NOS2", "method": "ωB97M-V/def2-TZVPD", "species": ["C", "C", "N", "O", "S", "S", "H", "H", "H", "H", "H", "H", "H", "H"], "coordinates": [[-0.6430, -0.4379, 0.0280], [0.7540, -0.1159, -0.5828], [-1.0883, 0.2396, 1.2066], [-1.6246, 0.1982, -1.1470], [2.3167, -0.5924, 0.3410], [0.8677, 1.7129, -0.9685], [-0.8072, -1.4464, 0.0905], [0.7099, -0.7806, -1.5432], [-1.4053, 1.2639, 0.9445], [-1.8798, -0.1645, 1.6559], [-0.3095, 0.3038, 1.9758], [-1.0769, 0.1763, -1.9220], [1.9807, -1.9274, 0.6160], [2.2057, 1.5704, -0.6948]], "mulliken_spin": [0.011, 0.320, -0.003, 0.022, 1.502, 0.032, 0.003, 0.053, 0.000, -0.002, 0.004, -0.028, 0.056, 0.030], "multiplicity": 3, "fmax_ev_per_a": 6.56, "e_homo_ev": [-9.1, -13.5], "e_lumo_ev": [-3.9, -7.5], "energy_ev": -27398.261, "total_charge": 1, "e_above_lowest_ev": 2.421, "mol_weight_da": 126.2}

{"formula": "C2H8NS", "method": "ωB97M-V/def2-TZVPD", "species": ["N", "H", "H", "H", "C", "C", "S", "H", "H", "H", "H", "H"], "coordinates": [[-0.8286, -0.4536, 2.9251], [0.1518, -0.6991, 3.0601], [-1.1368, -1.1111, 2.2117], [-0.6893, 0.4084, 2.3161], [-0.7756, 1.8599, -0.3554], [-0.0084, 1.0589, 0.6157], [0.8892, -1.2600, -1.7805], [-1.7547, 2.1549, 0.0441], [-0.9310, 1.3329, -1.3076], [-0.3547, 2.8423, -0.6481], [0.2600, 0.1071, 0.1780], [0.8431, 1.4044, 1.2150]], "nbo_charge": [-1.086, 0.340, 0.355, 0.372, -0.679, -0.518, -0.777, 0.191, 0.242, 0.181, 0.211, 0.169], "fmax_ev_per_a": 2.07, "e_homo_ev": -2.6, "e_lumo_ev": 2.0, "energy_ev": -14525.070, "total_charge": -1, "e_above_lowest_ev": 5.024, "mol_weight_da": 78.2}

{"formula": "C2H8NS", "method": "ωB97M-V/def2-TZVPD", "species": ["S", "H", "C", "C", "N", "H", "H", "H", "H", "H", "H", "H"], "coordinates": [[2.1286, 2.3053, -1.2811], [2.9151, 2.2735, -0.1926], [-0.4118, -1.4492, -0.4378], [-0.6491, -0.4515, 0.7115], [-0.7456, 0.8934, 0.1357], [-0.0279, -2.4131, -0.1104], [0.2593, -0.9719, -1.1455], [-1.3470, -1.6615, -0.9613], [0.1691, -0.5808, 1.4339], [-1.5979, -0.6689, 1.1926], [0.1773, 1.1557, -0.2324], [-0.8702, 1.5691, 0.8873]], "nbo_charge": [-1.050, 0.084, -0.616, -0.212, -0.868, 0.185, 0.232, 0.188, 0.150, 0.160, 0.410, 0.338], "fmax_ev_per_a": 0.79, "e_homo_ev": -2.7, "e_lumo_ev": 4.1, "energy_ev": -14530.050, "total_charge": -1, "e_above_lowest_ev": 0.043, "mol_weight_da": 78.2}

{"formula": "C2H8NS2", "method": "ωB97M-V/def2-TZVPD", "species": ["N", "C", "C", "S", "S", "H", "H", "H", "H", "H", "H", "H", "H"], "coordinates": [[-0.7549, 1.0395, 0.8605], [-0.5180, -0.4560, 1.0799], [0.4549, -0.9585, 0.0448], [-0.1159, -0.5427, -1.6371], [1.4220, -0.3138, -2.9018], [-0.6755, 1.7685, 1.5714], [-1.7070, 1.1322, 0.4882], [-0.1278, 1.4398, 0.1502], [-1.4679, -0.9660, 0.9285], [-0.0824, -0.5267, 2.0736], [1.4804, -0.6251, 0.2484], [0.6395, -2.0268, 0.1450], [1.4526, 1.0356, -3.0516]], "nbo_charge": [-0.694, -0.223, -0.593, 0.054, -0.043, 0.451, 0.450, 0.449, 0.242, 0.252, 0.248, 0.267, 0.140], "fmax_ev_per_a": 1.84, "e_homo_ev": -13.0, "e_lumo_ev": -3.8, "energy_ev": -25357.180, "total_charge": 1, "e_above_lowest_ev": 0.356, "mol_weight_da": 110.2, "smiles": "[NH3+]CCSS"}

{"formula": "C2H8NSe", "method": "ωB97M-V/def2-TZVPD", "species": ["C", "C", "N", "Se", "H", "H", "H", "H", "H", "H", "H", "H"], "coordinates": [[-0.8507, -0.2161, -0.7978], [0.2317, 0.3823, 0.0562], [0.7141, -0.4142, 1.2441], [2.0615, 0.5844, -0.9630], [-0.6270, -1.3436, -0.5766], [-0.7466, 0.0708, -1.8486], [-1.7943, 0.0595, -0.4503], [-0.0439, 1.8295, 0.4465], [1.3291, -0.0116, 1.9290], [1.0260, -1.2600, 0.7941], [-0.1288, -0.6920, 1.6930], [2.7917, 0.8747, 0.3248]], "mulliken_spin": [0.044, 0.358, 0.007, 1.513, 0.002, -0.020, 0.005, 0.029, 0.002, 0.023, -0.012, 0.048], "multiplicity": 3, "fmax_ev_per_a": 6.33, "e_homo_ev": [-9.8, -15.2], "e_lumo_ev": [-3.6, -7.3], "energy_ev": -69026.741, "total_charge": 1, "e_above_lowest_ev": 2.014, "mol_weight_da": 125.1}

{"formula": "C2H8O", "method": "ωB97M-V/def2-TZVPD", "species": ["C", "C", "H", "H", "H", "H", "H", "H", "O", "H", "H"], "coordinates": [[0.0000, 0.0000, 0.0000], [-1.2158, 0.9753, 0.1335], [0.9154, 0.5260, 0.3193], [0.1136, -0.2937, -1.0571], [-0.1117, -0.9130, 0.6088], [-1.7300, 0.9099, 1.1072], [-1.9516, 0.7866, -0.6663], [-0.8195, 1.9976, 0.0129], [0.3054, -3.1167, 2.1907], [0.2833, -4.0045, 2.6145], [-0.2742, -3.2047, 1.4003]], "nbo_charge": [-0.610, -0.612, 0.206, 0.201, 0.203, 0.206, 0.201, 0.203, -0.941, 0.471, 0.470], "fmax_ev_per_a": 1.23, "e_homo_ev": -11.6, "e_lumo_ev": 0.9, "energy_ev": -4250.989, "e_above_lowest_ev": 0.112, "mol_weight_da": 48.1, "smiles": "CC.O"}

{"formula": "C2H8O2", "method": "ωB97M-V/def2-TZVPD", "species": ["C", "O", "H", "H", "H", "H", "C", "O", "H", "H", "H", "H"], "coordinates": [[-1.7361, -0.7428, 0.9793], [-1.0025, -0.4672, 2.1812], [-2.3158, -1.6521, 1.0803], [-0.9942, -0.9059, 0.1180], [-2.4442, 0.0411, 0.8081], [-0.6606, 0.3940, 2.0034], [1.9171, 0.1091, -1.4899], [0.7297, 1.0253, -1.6379], [2.0693, -0.5094, -2.4143], [1.9386, -0.3571, -0.5964], [2.8465, 0.7664, -1.4535], [0.6580, 1.5607, -0.8287]], "nbo_charge": [-0.259, -0.715, 0.182, 0.169, 0.167, 0.454, -0.251, -0.737, 0.197, 0.170, 0.161, 0.461], "fmax_ev_per_a": 5.47, "e_homo_ev": -10.5, "e_lumo_ev": 0.6, "energy_ev": -6297.107, "e_above_lowest_ev": 1.303, "mol_weight_da": 64.1, "smiles": "CO.CO"}

{"formula": "C2H8O2", "method": "ωB97M-V/def2-TZVPD", "species": ["C", "O", "H", "H", "H", "H", "C", "O", "H", "H", "H", "H"], "coordinates": [[-3.4299, 1.6223, -2.2421], [-4.0155, 0.3348, -2.4466], [-2.9134, 2.0307, -3.1270], [-2.7278, 1.6274, -1.3914], [-4.2825, 2.2782, -1.9985], [-3.3898, -0.4053, -2.3014], [3.3074, -1.4337, 2.4831], [3.3020, -0.4253, 1.5827], [3.2722, -2.3900, 1.9345], [2.4306, -1.3782, 3.1501], [4.2210, -1.4159, 3.1008], [4.2256, -0.4450, 1.2558]], "nbo_charge": [-0.247, -0.733, 0.163, 0.166, 0.182, 0.469, -0.237, -0.703, 0.150, 0.176, 0.152, 0.461], "fmax_ev_per_a": 2.95, "e_homo_ev": -10.3, "e_lumo_ev": 0.9, "energy_ev": -6297.394, "e_above_lowest_ev": 1.016, "mol_weight_da": 64.1, "smiles": "CO.CO"}

{"formula": "C2H8O2", "method": "ωB97M-V/def2-TZVPD", "species": ["C", "C", "H", "H", "H", "H", "O", "H", "H", "O", "H", "H"], "coordinates": [[-1.4212, -2.0848, 1.3746], [-1.2876, -2.2972, 0.0716], [-1.5524, -2.9099, 2.0576], [-1.5387, -1.0895, 1.7642], [-1.3021, -3.2983, -0.3446], [-1.0830, -1.4586, -0.5850], [-0.2060, 2.7040, -0.2812], [0.7086, 2.4319, -0.4467], [-0.2458, 3.6532, -0.1572], [2.3992, 1.5275, -0.8481], [2.1986, 1.5347, -1.7997], [3.3304, 1.2870, -0.8054]], "nbo_charge": [-0.384, -0.387, 0.187, 0.197, 0.190, 0.196, -0.965, 0.490, 0.467, -0.954, 0.477, 0.484], "fmax_ev_per_a": 0.76, "e_homo_ev": -9.9, "e_lumo_ev": 0.6, "energy_ev": -6297.736, "e_above_lowest_ev": 0.674, "mol_weight_da": 64.1, "smiles": "C=C.O.O"}